No. 1
# C28H34N4O2

A single C28H34N4O2 molecule (ωB97M-V/def2-TZVPD, the Open Molecules 2025 dataset).

CARTESIAN COORDINATES (ANGSTROEM)
C (4.12279, 3.75779, -0.72887)
C (5.16148, 2.71444, -0.33898)
H (6.16029, 3.15106, -0.41178)
C (5.06444, 1.47584, -1.24079)
N (5.77325, 0.33686, -0.70380)
C (5.18920, -0.75550, -0.14799)
O (5.84206, -1.71363, 0.23741)
C (3.69938, -0.79197, -0.06583)
C (2.94578, 0.12740, 0.56215)
C (1.50359, 0.13846, 0.58963)
C (0.85126, 0.74442, 1.67078)
C (-0.51689, 0.79102, 1.75869)
C (-1.31200, 0.26120, 0.73184)
C (-0.68293, -0.27832, -0.37664)
C (0.71165, -0.35223, -0.47549)
N (1.22007, -0.73574, -1.68758)
C (2.30369, -1.38582, -1.84822)
N (2.87651, -1.46066, -3.07842)
H (2.34389, -1.08659, -3.84565)
H (3.49024, -2.23027, -3.27876)
C (3.06462, -1.99599, -0.69489)
H (3.81830, -2.71497, -1.01198)
H (2.35708, -2.46956, -0.00944)
H (-1.26101, -0.68061, -1.19412)
C (-2.77550, 0.32637, 0.82274)
C (-3.41722, 0.16217, 2.04945)
C (-4.79258, 0.26170, 2.14896)
C (-5.56064, 0.52387, 1.02114)
C (-4.92866, 0.69534, -0.20319)
C (-3.55460, 0.59020, -0.30158)
H (-3.07402, 0.74684, -1.25578)
H (-5.52127, 0.92573, -1.07591)
C (-7.03687, 0.74263, 1.13011)
O (-7.54935, 1.81552, 0.86077)
N (-7.76711, -0.30480, 1.57089)
C (-9.21074, -0.18583, 1.70213)
C (-9.70935, -1.62617, 1.70777)
H (-9.87690, -1.97369, 0.68576)
C (-8.53592, -2.38248, 2.33007)
H (-8.54117, -2.24817, 3.41154)
C (-7.32346, -1.67707, 1.72284)
H (-7.07291, -2.10504, 0.74268)
H (-6.44011, -1.74707, 2.35877)
H (-8.54782, -3.44669, 2.10801)
H (-10.63220, -1.74307, 2.27111)
H (-9.45027, 0.32411, 2.64296)
H (-9.60839, 0.41496, 0.88245)
H (-5.26849, 0.16113, 3.11436)
H (-2.83582, -0.05508, 2.93320)
H (-0.98595, 1.26721, 2.60674)
H (1.45472, 1.16330, 2.46545)
H (3.43137, 0.91405, 1.12330)
C (7.21806, 0.33810, -0.83595)
H (7.60773, 1.30162, -0.49518)
C (7.69221, 0.06021, -2.26746)
C (7.11147, -1.23791, -2.81453)
H (6.03227, -1.15486, -2.92266)
H (7.32327, -2.05973, -2.13392)
H (7.53889, -1.46791, -3.78772)
H (7.41879, 0.88920, -2.92437)
H (8.78139, -0.00097, -2.24931)
H (7.59085, -0.44928, -0.17698)
H (4.01464, 1.20951, -1.37475)
H (5.47863, 1.71406, -2.22496)
H (5.01063, 2.41572, 0.69882)
H (4.25892, 4.06458, -1.76319)
H (3.11763, 3.35336, -0.62025)
H (4.20907, 4.63767, -0.09562)

Its multiplicity is 1. The calculation puts the HOMO-LUMO gap at 0.3090 Eh. As for the relative energy (zero: lowest compared OMol25 entry of this formula, charge and spin): 8.55 kJ/mol. As for the SMILES: CCCN(CCC)C(=O)C1=Cc2ccc(-c3ccc(C(=O)N4CCCC4)cc3)cc2N=C(N)C1.

=====

No. 2
# C22H18F4N

2 unconnected molecules or ions with the total composition C22H18F4N at a distorted geometry (ωB97M-V/def2-TZVPD, the Open Molecules 2025 dataset).

CARTESIAN COORDINATES (ANGSTROEM)
F (2.43576, -2.80642, 3.82331)
C (3.10166, -2.22005, 2.76937)
C (4.16789, -2.91230, 2.19599)
C (4.77757, -2.29900, 1.09976)
F (5.82338, -2.96514, 0.49728)
C (4.39803, -1.06021, 0.60301)
C (3.33043, -0.34919, 1.22960)
C (2.87443, 0.91371, 0.73824)
C (1.66488, 1.48819, 1.11675)
C (1.14831, 2.68158, 0.62213)
C (-0.03951, 3.28578, 1.12399)
C (-0.56222, 4.46021, 0.50582)
C (-1.69027, 5.06559, 1.03215)
F (-2.17535, 6.21023, 0.43824)
C (-2.37572, 4.57356, 2.14627)
C (-1.86399, 3.41288, 2.72597)
F (-2.51233, 2.88743, 3.82192)
C (-0.73459, 2.75874, 2.25614)
C (2.68721, -0.96636, 2.34315)
H (4.48761, -3.87759, 2.57181)
H (4.88844, -0.65336, -0.28304)
H (3.43358, 1.38822, -0.06394)
H (1.03800, 0.92578, 1.81050)
H (1.64946, 3.17761, -0.21405)
H (-0.07435, 4.87551, -0.37603)
H (-3.24875, 5.06964, 2.55354)
H (-0.38173, 1.85556, 2.75293)
H (1.86417, -0.47032, 2.85609)
C (4.78978, 7.68674, -1.77530)
C (4.98452, 6.34421, -1.15427)
C (5.11416, 6.23115, 0.23507)
C (5.23044, 4.98683, 0.84047)
C (5.22720, 3.81396, 0.04630)
N (5.17065, 2.58192, 0.63295)
C (5.19118, 3.93811, -1.36412)
C (5.05401, 5.19154, -1.94486)
H (4.70518, 7.59895, -2.86036)
H (3.88326, 8.17634, -1.40125)
H (5.63079, 8.34948, -1.54360)
H (5.11160, 7.13787, 0.84232)
H (5.30366, 4.89544, 1.92676)
H (5.42223, 1.74557, 0.12100)
H (5.10357, 2.49172, 1.63951)
H (5.21859, 3.03981, -1.98485)
H (4.99177, 5.29211, -3.02914)

Its multiplicity is 1. The calculation puts the HOMO-LUMO gap at 0.1504 Eh. As for the relative energy (zero: lowest compared OMol25 entry of this formula, charge and spin): 41.11 kJ/mol. As for the net charge: +1.

=====

No. 3
# C35H53NOP3Ti

A molecular structure, C35H53NOP3Ti at a distorted geometry (ωB97M-V/def2-TZVPD, the Open Molecules 2025 dataset).

CARTESIAN COORDINATES (ANGSTROEM)
Ti (0.50074, -0.00542, 0.73093)
P (0.18390, -2.30379, -0.20192)
P (0.18167, 2.35585, 0.05226)
N (2.08006, 0.01951, -0.43198)
C (1.79506, -2.35356, -1.11952)
H (2.33752, -3.29350, -0.93629)
H (1.53757, -2.33234, -2.19356)
C (2.75890, -1.18148, -0.85506)
H (3.54625, -1.48141, -0.14200)
H (3.28195, -0.97572, -1.80256)
C (2.76746, 1.27102, -0.67641)
H (3.32051, 1.18279, -1.62651)
H (3.53663, 1.46648, 0.09635)
C (1.82202, 2.47977, -0.82138)
H (1.58168, 2.60356, -1.89211)
H (2.36879, 3.38012, -0.50093)
C (0.32202, 3.37448, 1.60127)
C (-0.89427, 3.18625, 2.51490)
H (-0.59178, 3.43074, 3.54309)
H (-1.27240, 2.15616, 2.53128)
H (-1.72031, 3.84905, 2.22809)
C (-1.02465, 3.20542, -1.05276)
C (-2.42648, 3.36087, -0.45401)
H (-3.09975, 3.70277, -1.25022)
H (-2.45716, 4.11068, 0.34208)
H (-2.82431, 2.41707, -0.07102)
C (-1.01061, -3.01957, -1.42228)
C (-2.42388, -3.25636, -0.87555)
H (-3.08570, -3.45547, -1.72963)
H (-2.82026, -2.38516, -0.34501)
H (-2.46723, -4.13234, -0.22034)
C (0.27934, -3.47058, 1.23436)
C (-1.00962, -3.45484, 2.07063)
H (-0.78237, -3.85522, 3.06535)
H (-1.79312, -4.07232, 1.62208)
H (-1.41167, -2.44638, 2.22806)
C (-1.45205, -0.02261, 0.47734)
C (-0.53090, 4.54478, -1.61034)
H (-0.46881, 5.31396, -0.83534)
H (0.44304, 4.47001, -2.10012)
H (-1.25153, 4.89651, -2.35948)
C (-0.50919, -4.28709, -2.12883)
H (-1.22906, -4.55195, -2.91486)
H (0.46618, -4.15753, -2.60640)
H (-0.44816, -5.13803, -1.44280)
C (0.71030, -4.89454, 0.86011)
H (1.07742, -5.39854, 1.76661)
H (-0.12396, -5.49801, 0.48326)
H (1.52641, -4.92465, 0.12615)
C (0.64964, 4.85773, 1.41191)
H (-0.24343, 5.44931, 1.17215)
H (1.04345, 5.24735, 2.36238)
H (1.41983, 5.03985, 0.65277)
H (1.19008, 2.92180, 2.10719)
H (1.08314, -3.03437, 1.85413)
H (-1.10165, 2.49309, -1.89158)
H (-1.07909, -2.21387, -2.17331)
O (-2.63985, -0.05130, 0.46469)
H (-0.10882, 0.03163, -2.63795)
H (-0.78151, 0.09990, -2.30074)
C (2.57066, 3.53920, 5.92494)
C (3.17454, 3.37846, 4.67875)
C (2.70910, 2.39849, 3.80174)
C (1.64778, 1.53839, 4.17590)
C (0.99664, 1.77292, 5.39578)
C (1.46992, 2.75603, 6.27071)
P (1.35202, 0.03194, 3.12680)
C (2.97153, -0.73790, 3.51225)
C (3.94919, -0.69566, 2.49215)
C (5.27163, -1.02071, 2.78145)
C (5.63840, -1.39839, 4.07432)
C (4.67523, -1.44601, 5.08959)
C (3.35109, -1.09774, 4.81524)
C (0.14994, -0.93040, 4.12717)
C (0.46829, -2.12213, 4.80591)
C (-0.43558, -2.64090, 5.73701)
C (-1.69162, -2.05521, 5.90058)
C (-2.07406, -0.97790, 5.09620)
C (-1.16338, -0.42647, 4.19352)
H (2.96109, 4.27172, 6.62678)
H (4.01850, 4.00068, 4.38715)
H (3.20157, 2.27810, 2.82879)
H (0.13994, 1.16046, 5.70135)
H (0.97674, 2.88811, 7.23268)
H (3.67971, -0.35178, 1.48732)
H (6.02743, -0.95837, 1.98838)
H (6.67796, -1.64245, 4.29777)
H (4.95884, -1.73883, 6.10496)
H (2.63118, -1.08583, 5.63490)
H (1.41373, -2.62945, 4.64233)
H (-0.15318, -3.50934, 6.33495)
H (-2.38900, -2.44936, 6.64615)
H (-3.07972, -0.56250, 5.16585)
H (-1.48761, 0.40172, 3.55913)

Its multiplicity is 1. The calculation puts the HOMO-LUMO gap (alpha / beta) at 0.1926 / 0.1926 Eh. As for the net charge: +3.

=====

No. 4
# C3H6FNO

A molecular structure, C3H6FNO at a distorted geometry (ωB97M-V/def2-TZVPD, the Open Molecules 2025 dataset).

CARTESIAN COORDINATES (ANGSTROEM)
C (-0.82396, -0.64999, 0.26826)
C (-0.75969, 0.84561, 0.47719)
C (0.30764, 1.32648, -0.64178)
H (1.44069, -1.59323, 2.07695)
H (-1.65653, -1.11680, 0.02396)
H (-1.84813, 1.12289, 0.48647)
H (-0.34833, 1.13788, 1.38178)
H (0.48698, 2.32546, -1.01841)
H (1.03870, 0.67503, -0.56748)
N (0.07951, -1.56359, 0.58495)
O (1.27111, -0.88152, 1.08905)
F (-0.24254, 0.70150, -1.75693)

Its multiplicity is 1. The calculation puts the HOMO-LUMO gap at 0.3850 Eh. As for the relative energy (zero: lowest compared OMol25 entry of this formula, charge and spin): 498.85 kJ/mol.

=====

Molar mass? In order: 458.61; 372.38; 644.60; 91.08 Da.